P | 146
Properties=species:S:1:pos:R:3 method="wB97M-V/def2-TZVPD" lumo_ev=-0.144 gap_ev=9.9396 smiles="C[C@H]1COC(=O)O1.C[C@H]1COC(=O)O1.C[C@H]1COC(=O)O1.C[C@H]1COC(=O)O1.C[C@H]1COC(=O)O1.C[C@H]1COC(=O)O1.C[C@H]1COC(=O)O1.C[C@H]1COC(=O)O1.C[C@H]1COC(=O)O1.C[C@H]1COC(=O)O1.BrCCBr.BrCCBr" e_homo_ev=-10.084
Br -1.0571 -4.5874 -2.9788
C -0.2130 -3.6068 -1.5296
C -0.8478 -3.8417 -0.2162
Br -0.7305 -5.6942 0.2868
H -0.2188 -2.5847 -1.8953
H 0.8279 -3.9073 -1.4912
H -1.8889 -3.5371 -0.2891
H -0.3824 -3.2512 0.5682
Br -6.5474 5.5428 0.7814
C -5.9045 3.7213 0.9568
C -4.6521 3.7270 1.7681
Br -3.6020 2.0585 1.5582
H -5.7247 3.2403 0.0013
H -6.6971 3.1728 1.4534
H -4.7918 3.7643 2.8363
H -3.9769 4.4925 1.4127
C -0.6500 7.4553 -3.8281
C -0.1521 6.5641 -4.9503
C 1.3837 6.5131 -5.2326
O 1.7349 5.1710 -4.8632
C 0.6237 4.3842 -4.7048
O 0.6150 3.1826 -4.4741
O -0.5174 5.1940 -4.6530
H -1.7239 7.4424 -3.7097
H -0.3028 8.5074 -3.8733
H -0.0386 7.2817 -2.9301
H -0.5648 7.0012 -5.8777
H 1.9371 7.2037 -4.5830
H 1.5759 6.8375 -6.2563
C 2.7579 -5.2207 -3.7338
C 3.5639 -4.2879 -2.8682
C 3.4853 -4.3273 -1.3237
O 4.8617 -4.3813 -0.9337
C 5.6901 -4.3626 -2.0038
O 6.8471 -4.4066 -1.9118
O 4.9929 -4.4358 -3.1474
H 1.7727 -4.7745 -3.9294
H 2.6951 -6.2186 -3.2986
H 3.1111 -5.3091 -4.7617
H 3.3673 -3.2427 -3.1626
H 3.0455 -5.3001 -1.0616
H 2.9541 -3.4771 -0.9301
C -0.0130 5.7578 -0.7737
C 1.4182 6.0412 -0.4446
C 2.1638 4.7467 -0.0223
O 3.4310 4.8280 -0.6294
C 3.3644 5.7696 -1.6445
O 4.2122 5.9057 -2.4487
O 2.1877 6.4273 -1.6224
H -0.0713 5.0437 -1.5943
H -0.5936 6.6321 -1.0400
H -0.4178 5.3328 0.1518
H 1.5939 6.7964 0.3286
H 1.5829 3.9054 -0.4018
H 2.2154 4.8673 1.0598
C 1.4523 -2.7716 3.7677
C 1.5550 -4.2760 3.7715
C 2.1672 -4.9932 2.5847
O 2.8463 -6.0981 3.2216
C 2.9385 -5.8873 4.5387
O 3.4253 -6.5968 5.2727
O 2.3573 -4.7384 4.8858
H 1.0394 -2.4636 2.7993
H 2.4434 -2.3214 3.8278
H 0.7729 -2.4409 4.5438
H 0.5525 -4.6520 4.0151
H 2.8903 -4.3458 2.0952
H 1.4693 -5.4887 1.9271
C -2.3767 2.7635 -4.5506
C -3.8200 3.1663 -4.4043
C -4.6411 2.3115 -3.3930
O -4.9005 3.2539 -2.3198
C -4.3689 4.4806 -2.5953
O -4.1934 5.3347 -1.8012
O -3.9996 4.5131 -3.8912
H -1.8908 2.8612 -5.5147
H -2.1490 1.7048 -4.3302
H -1.8250 3.2196 -3.7228
H -4.2990 3.1958 -5.3890
H -4.0496 1.5006 -2.9753
H -5.5759 2.0064 -3.8641
C 0.9538 1.4679 4.5513
C 2.1547 2.2852 4.1697
C 3.4581 1.7783 4.7862
O 4.3972 1.7891 3.6959
C 3.7615 1.9906 2.5224
O 4.2261 2.0209 1.4497
O 2.4184 2.0090 2.7718
H 1.1695 0.4003 4.4299
H 0.0994 1.6513 3.8975
H 0.6330 1.5472 5.5925
H 2.0251 3.3619 4.2927
H 3.3721 0.7466 5.1579
H 3.7915 2.3776 5.6375
C -4.0977 -5.9077 2.1616
C -3.8430 -4.7942 3.1574
C -2.4462 -4.9768 3.8148
O -1.6655 -3.9693 3.1960
C -2.4511 -3.0847 2.5818
O -2.1326 -2.0746 2.1433
O -3.7274 -3.5493 2.4994
H -5.1098 -5.6672 1.7735
H -4.3202 -6.9006 2.5517
H -3.4523 -5.9154 1.2862
H -4.5374 -4.9046 3.9899
H -2.0224 -5.9651 3.6337
H -2.4437 -4.9132 4.9080
C 4.7623 -2.1888 2.3801
C 6.1199 -2.2319 1.7119
C 6.3314 -1.0781 0.7043
O 7.4523 -0.3097 1.2387
C 8.0229 -1.0057 2.2620
O 9.0656 -0.7702 2.7491
O 7.1966 -2.0160 2.6660
H 4.7880 -2.9090 3.2018
H 4.0167 -2.5757 1.6935
H 4.6053 -1.1511 2.6581
H 6.3173 -3.1434 1.1399
H 5.4940 -0.3746 0.5892
H 6.5630 -1.3817 -0.3207
C -0.7823 1.4473 -1.6316
C 0.0252 1.0411 -0.4535
C -0.6704 0.2261 0.6545
O 0.4473 -0.5730 1.1053
C 1.3917 -0.6596 0.1625
O 2.3934 -1.2856 0.2513
O 1.0622 0.1252 -0.8549
H -1.7538 1.8515 -1.3384
H -1.0601 0.6156 -2.2779
H -0.2439 2.2285 -2.1658
H 0.6229 1.8883 -0.0969
H -1.4047 -0.4238 0.1646
H -1.1751 0.6094 1.5268
C -6.2191 -3.0401 0.4279
C -5.6879 -2.3102 -0.7748
C -6.5943 -1.1572 -1.2280
O -5.6601 -0.1009 -1.5352
C -4.4468 -0.4581 -1.1393
O -3.4824 0.1692 -1.2957
O -4.4118 -1.6764 -0.5929
H -6.4412 -2.3982 1.2865
H -5.5019 -3.7177 0.9086
H -7.0305 -3.6690 0.0590
H -5.5786 -3.0562 -1.5645
H -7.2385 -0.8534 -0.4083
H -7.0577 -1.4852 -2.1545

Q | 146
Properties=species:S:1:pos:R:3 method="wB97M-V/def2-TZVPD" lumo_ev=-0.173 gap_ev=9.9961 smiles="C[C@H]1COC(=O)O1.C[C@H]1COC(=O)O1.C[C@H]1COC(=O)O1.C[C@H]1COC(=O)O1.C[C@H]1COC(=O)O1.C[C@H]1COC(=O)O1.C[C@H]1COC(=O)O1.C[C@H]1COC(=O)O1.C[C@H]1COC(=O)O1.C[C@H]1COC(=O)O1.BrCCBr.BrCCBr" e_homo_ev=-10.169
Br 1.5889 -0.1441 -4.4647
C 0.7309 1.4722 -5.2441
C -0.5924 1.0826 -5.8495
Br -1.8653 0.7085 -4.3753
H 1.3453 1.8684 -6.0565
H 0.6559 2.2997 -4.5409
H -0.5647 0.2549 -6.5480
H -1.0555 1.9578 -6.3015
Br 2.4125 -0.4127 -0.1187
C 0.4343 -0.4296 0.0433
C -0.2287 0.3816 -1.0426
Br -2.0977 0.6389 -0.4485
H 0.1825 -0.2150 1.0772
H 0.1859 -1.4694 -0.1673
H -0.2026 -0.1004 -2.0127
H 0.1867 1.3868 -1.0973
C -3.0785 -2.9041 -2.8406
C -2.9904 -2.9780 -1.3338
C -3.7312 -4.1745 -0.6660
O -2.7514 -4.7525 0.1693
C -1.5434 -4.2863 -0.1087
O -0.4935 -4.7494 0.2351
O -1.6326 -3.2112 -0.9182
H -2.7570 -3.8451 -3.2984
H -2.3701 -2.1579 -3.2003
H -4.1113 -2.7740 -3.1596
H -3.3946 -2.0840 -0.8580
H -4.0626 -4.8633 -1.4457
H -4.5875 -3.7886 -0.1183
C 3.3410 -3.7046 -1.7225
C 2.4602 -4.1608 -0.5507
C 2.3001 -5.6927 -0.5185
O 2.6171 -6.0331 0.8246
C 3.0051 -4.9263 1.4860
O 3.1743 -4.8451 2.6658
O 3.2054 -3.9009 0.6396
H 2.9085 -3.8796 -2.7090
H 4.3319 -4.1671 -1.7017
H 3.6110 -2.6473 -1.6701
H 1.5252 -3.6022 -0.5889
H 2.9574 -6.2368 -1.1946
H 1.2498 -5.8162 -0.7946
C -5.7998 -3.5468 2.9618
C -4.6201 -2.8540 3.6638
C -3.4480 -3.7643 4.0722
O -2.2923 -3.0772 3.6320
C -2.6733 -2.0404 2.8517
O -1.9122 -1.2800 2.3425
O -4.0105 -1.9323 2.7708
H -5.4844 -4.0778 2.0670
H -6.6169 -2.8531 2.7833
H -6.2034 -4.2694 3.6790
H -4.9796 -2.2544 4.5050
H -3.6615 -4.7463 3.6391
H -3.5430 -3.9424 5.1432
C 1.8604 3.6578 1.2475
C 1.5237 4.5547 0.0809
C 2.7636 5.2152 -0.5433
O 2.5418 5.0710 -1.9646
C 1.4387 4.3657 -2.1814
O 0.8254 4.2711 -3.2102
O 0.9843 3.8390 -1.0351
H 2.1346 2.6402 0.9811
H 0.9719 3.4492 1.8561
H 2.5316 4.0875 1.9881
H 0.8365 5.3746 0.3032
H 3.7074 4.7352 -0.2871
H 2.8559 6.2863 -0.3709
C -2.7099 3.8574 -3.1877
C -2.3621 4.1598 -1.7509
C -2.1877 5.6329 -1.3826
O -2.9769 5.7974 -0.2058
C -3.6353 4.6691 0.0665
O -4.3450 4.5062 1.0095
O -3.4342 3.7524 -0.9042
H -1.8310 3.9115 -3.8248
H -3.4409 4.5652 -3.5962
H -3.2675 2.9238 -3.2091
H -1.4656 3.6092 -1.4498
H -2.6509 6.2394 -2.1701
H -1.1872 6.0400 -1.2595
C 5.8046 -1.9810 0.2171
C 6.8906 -1.1878 0.9260
C 6.4113 0.0785 1.7023
O 6.8639 -0.1448 3.0330
C 7.6243 -1.2638 3.0873
O 8.2465 -1.6247 4.0349
O 7.4769 -1.9704 1.9787
H 5.7813 -1.7806 -0.8492
H 4.8565 -1.9111 0.7530
H 5.9569 -3.0555 0.3638
H 7.6795 -0.9090 0.2283
H 5.3284 0.1925 1.7490
H 6.8599 0.9792 1.2953
C -5.7603 0.8257 -3.6354
C -5.2544 0.3296 -2.2883
C -5.6402 1.1531 -1.0405
O -5.7625 0.0784 -0.0896
C -6.0881 -1.0690 -0.7201
O -6.4869 -2.0469 -0.1810
O -5.7901 -0.9568 -2.0286
H -6.8051 1.1487 -3.5933
H -5.7254 0.0142 -4.3608
H -5.2269 1.7026 -4.0022
H -4.1703 0.2122 -2.3760
H -6.5377 1.7604 -1.1445
H -4.7905 1.7266 -0.6797
C 3.8522 2.2545 -3.8793
C 4.1154 1.4935 -2.5718
C 5.5339 0.9416 -2.4833
O 5.9042 1.3555 -1.1702
C 5.0628 2.3072 -0.6904
O 5.2274 2.9107 0.3201
O 4.0505 2.4875 -1.5348
H 4.5469 3.0875 -3.9778
H 2.8578 2.7149 -3.9001
H 3.7899 1.6502 -4.7855
H 3.3507 0.7449 -2.3695
H 6.2507 1.2809 -3.2296
H 5.4850 -0.1466 -2.5449
C -1.7459 2.2728 2.9366
C -3.2147 2.3366 3.3523
C -4.1680 1.5692 2.3855
O -4.9289 0.7076 3.2059
C -4.4435 0.7503 4.4630
O -4.8677 0.0863 5.3582
O -3.4149 1.5771 4.5428
H -1.4580 3.1765 2.3968
H -1.5051 1.3423 2.4331
H -1.1699 2.3489 3.8627
H -3.5302 3.3699 3.4888
H -3.5882 1.0134 1.6381
H -4.8116 2.2101 1.7851
C 4.0556 -1.7822 4.6748
C 3.2976 -1.2526 3.4578
C 1.9159 -1.8603 3.1973
O 1.0333 -0.7653 3.4193
C 1.7050 0.3453 3.7754
O 1.1881 1.3956 4.0374
O 3.0197 0.1229 3.8056
H 4.9237 -1.1610 4.8976
H 4.3470 -2.8120 4.4557
H 3.4940 -1.7488 5.6108
H 3.9771 -1.3195 2.6100
H 1.7382 -2.7012 3.8689
H 1.8453 -2.2764 2.1921

Energies relative to the most stable structure are P 0.1025; Q 0.0000, reported in hartree.

P | 21
Properties=species:S:1:pos:R:3 method="wB97M-V/def2-TZVPD" lumo_ev=0.875 gap_ev=9.5122 smiles=CCCSSCCN e_homo_ev=-8.637
N 2.9647 1.7239 -1.8498
C 1.7525 0.9911 -2.0507
C 1.2842 0.1702 -0.8219
S 0.2921 1.2168 0.2850
S -1.5130 0.4167 0.4859
C -1.5659 -0.9117 1.7497
C -1.7110 -2.2814 1.1482
C -0.4943 -2.8157 0.3592
H 3.1569 2.2961 -2.6615
H 2.9135 2.3208 -1.0339
H 1.8683 0.1939 -2.8029
H 0.8865 1.5739 -2.4330
H 2.1009 -0.2695 -0.2421
H 0.8076 -0.7349 -1.1938
H -2.4803 -0.7461 2.3272
H -0.7326 -0.9265 2.4787
H -1.9291 -3.0629 1.9078
H -2.5111 -2.3532 0.3945
H -0.1809 -3.8249 0.6100
H 0.3740 -2.1834 0.5771
H -0.5826 -2.7783 -0.7400

Q | 21
Properties=species:S:1:pos:R:3 method="wB97M-V/def2-TZVPD" lumo_ev=0.866 gap_ev=9.5449 smiles=CCCSSCCN e_homo_ev=-8.679
N -0.4893 4.1272 -0.0484
C -1.2098 3.0513 0.6274
C -0.5616 1.7208 0.2363
S -0.4928 0.6259 1.6960
S -0.6818 -1.2848 1.1221
C 0.9766 -1.8696 0.6782
C 0.9368 -3.1499 -0.1594
C 0.4012 -2.9414 -1.5579
H -1.0402 4.9436 -0.2665
H 0.3617 4.3817 0.4392
H -2.2107 3.0452 0.2047
H -1.2909 3.2340 1.7029
H 0.4454 1.8132 -0.1621
H -1.1518 1.2805 -0.5628
H 1.5301 -2.1002 1.5830
H 1.4932 -1.1015 0.1197
H 1.9789 -3.4673 -0.2231
H 0.3514 -3.8887 0.3845
H 0.6873 -3.7008 -2.2798
H 0.6415 -1.9321 -1.9137
H -0.6753 -2.7872 -1.6204

Energies relative to the most stable structure are P 0.0090; Q 0.0000, reported in hartree.

P | 57
Properties=species:S:1:pos:R:3 method="wB97M-V/def2-TZVPD" lumo_ev=0.774 gap_ev=8.8008 smiles="COc1ccccc1/C=C/CN1CCN(Cc2ccc(C)o2)[C@@H](CCO)C1" e_homo_ev=-8.027
C -2.1873 -0.8460 1.6182
H -1.9198 0.1875 1.8603
O -2.7550 -0.9441 0.3286
C -3.8988 -0.1755 0.1706
C -5.1255 -0.8233 0.1916
C -6.3025 -0.1101 0.0541
C -6.2553 1.2673 -0.0784
C -5.0359 1.9153 -0.0977
C -3.8337 1.2147 0.0023
C -2.5786 1.9567 -0.0868
C -1.4509 1.5128 -0.6337
C -0.2170 2.3585 -0.7747
N 1.0543 1.6736 -0.6701
C 1.3761 0.7876 -1.7707
H 1.1704 1.2987 -2.7142
C 2.8721 0.4712 -1.6887
N 3.3009 -0.0774 -0.4127
C 2.7635 0.6505 0.7339
C 3.5642 1.9413 0.9686
H 3.4427 2.6033 0.1122
C 5.0521 1.6686 1.2012
H 5.1610 0.9264 2.0096
O 5.7215 1.2307 0.0487
H 5.1569 0.5457 -0.3471
H 5.5558 2.5877 1.5147
H 3.1601 2.4443 1.8480
C 1.2666 0.9789 0.5819
H 0.9552 1.6258 1.4052
H 0.6781 0.0463 0.6406
H 2.8849 0.0066 1.6130
C 3.3089 -1.5273 -0.2891
C 2.0100 -2.2137 -0.0002
C 1.5363 -2.7733 1.1493
C 0.2651 -3.3162 0.8365
C 0.0466 -3.0480 -0.4825
O 1.1055 -2.3841 -0.9948
C -1.1190 -3.3139 -1.3658
H -1.5003 -4.3180 -1.1965
H -1.9174 -2.6025 -1.1514
H -0.8229 -3.2093 -2.4065
H -0.3900 -3.8450 1.4987
H 2.0311 -2.8012 2.0992
H 3.7229 -1.9270 -1.2199
H 3.9959 -1.7803 0.5264
H 3.1496 -0.2258 -2.4816
H 3.4225 1.4047 -1.8453
H 0.7917 -0.1458 -1.7462
H -0.2275 3.1540 -0.0211
H -0.2339 2.8406 -1.7607
H -1.3958 0.5116 -1.0355
H -2.6249 2.9801 0.2704
H -5.0002 2.9895 -0.2116
H -7.1689 1.8359 -0.1672
H -7.2506 -0.6262 0.0658
H -5.1388 -1.8959 0.3175
H -2.8810 -1.2228 2.3785
H -1.2910 -1.4638 1.6050

Q | 57
Properties=species:S:1:pos:R:3 method="wB97M-V/def2-TZVPD" lumo_ev=0.577 gap_ev=9.5879 smiles="CC[C@@H]1[C@H]2CCCC(=O)N3CC[C@@H](C[C@@H]1OC(=O)NCc1ccccc1)[C@@H]23" e_homo_ev=-9.011
C -1.4316 -0.4744 -2.4747
H -1.7546 -0.9102 -3.4183
H -2.1083 0.3401 -2.2388
H -1.5192 -1.2299 -1.6990
C 0.0014 0.0277 -2.6120
H 0.0091 0.8671 -3.3119
H 0.6133 -0.7597 -3.0591
C 0.6839 0.4986 -1.3196
H 1.7143 0.7502 -1.5925
C 0.0805 1.8055 -0.7705
C 1.0048 2.3815 0.3015
H 1.9623 2.6146 -0.1629
H 0.5797 3.3102 0.6883
C 1.2050 1.3973 1.4570
C 2.4141 1.8005 2.2993
C 3.5879 1.2768 1.4745
N 3.0310 0.2243 0.6275
C 3.8537 -0.3075 -0.2994
O 4.9800 0.1405 -0.4445
C 3.3803 -1.4909 -1.1199
C 2.4296 -2.4188 -0.3749
C 0.9718 -1.9831 -0.4917
H 0.6239 -2.1971 -1.5004
C 0.6997 -0.5077 -0.1551
C 1.6270 0.0080 0.9496
H 1.5675 -0.6984 1.7944
H -0.3066 -0.4709 0.2768
H 0.3767 -2.6003 0.1868
H 2.5156 -3.4275 -0.7861
H 2.7300 -2.4745 0.6733
H 2.9184 -1.1326 -2.0417
H 4.2894 -2.0244 -1.4063
H 4.3902 0.8640 2.0929
H 4.0352 2.0487 0.8416
H 2.4740 2.8752 2.4582
H 2.3782 1.3075 3.2715
H 0.2853 1.3320 2.0405
H -0.0504 2.5278 -1.5860
O -1.1996 1.5937 -0.1665
C -2.2433 2.2784 -0.6669
O -2.2174 2.9804 -1.6490
N -3.3566 2.0869 0.0795
H -4.1921 2.5333 -0.2592
C -3.3964 1.3133 1.3023
C -3.1860 -0.1634 1.0698
C -2.3107 -0.8872 1.8677
C -2.1262 -2.2434 1.6596
C -2.8092 -2.8885 0.6431
C -3.6826 -2.1727 -0.1584
C -3.8725 -0.8192 0.0563
H -4.5535 -0.2647 -0.5725
H -4.2179 -2.6702 -0.9534
H -2.6615 -3.9450 0.4755
H -1.4459 -2.7959 2.2914
H -1.7731 -0.3876 2.6612
H -2.6249 1.6845 1.9858
H -4.3734 1.4766 1.7651

Energies relative to the most stable structure are P 0.1458; Q 0.0000, reported in hartree.

P | 19
Properties=species:S:1:pos:R:3 method="wB97M-V/def2-TZVPD" lumo_ev=-3.088 gap_ev=8.5129 charge=+1 e_homo_ev=-11.601
C 0.5219 -2.9521 2.0654
C -0.2391 -2.9071 1.1755
C -1.6736 1.5712 -1.5875
C 0.6203 1.4354 -1.0856
C 1.3403 0.2903 -0.3278
C -0.8965 0.2444 0.1795
N -0.7578 1.0685 -0.8551
N 0.4102 0.0709 0.8848
H 1.3205 -3.2494 2.7190
H -1.0744 -2.5303 0.5576
H -1.4008 2.1597 -2.5106
H -2.6094 1.1694 -1.4172
H 0.8780 2.3101 -0.3850
H 0.9031 1.5487 -2.0828
H 1.1443 -0.6333 -0.8789
H 2.3101 0.4352 -0.0913
H -1.8485 -0.0818 0.7547
H 0.4986 -0.8665 1.3648
H 0.5525 0.9166 1.5206

Q | 19
Properties=species:S:1:pos:R:3 method="wB97M-V/def2-TZVPD" lumo_ev="-5.197 / -5.198" gap_ev="7.8856 / 7.8843" charge=+1 e_homo_ev="-13.082 / -13.082"
C -1.0460 -0.0867 -0.4278
C -0.4053 -1.1072 0.2875
C -1.9631 0.5525 -1.1750
C -1.0070 -1.7245 1.4383
C 1.0672 -1.2401 0.2896
C 1.4973 1.9939 -0.9159
N 0.6272 1.6976 0.1515
N -0.3375 1.3171 0.6282
H -2.1456 1.6503 -1.1596
H -2.3426 0.0387 -2.0828
H -2.0451 -1.8334 1.4691
H -0.3656 -2.5354 1.7888
H -0.7754 -1.0346 2.2469
H 1.4866 -0.5653 -0.4075
H 1.4148 -0.8852 1.3086
H 1.3834 -2.3187 0.1831
H 1.8620 2.9739 -0.7414
H 0.8321 1.8851 -1.7823
H 2.2624 1.2221 -1.0991

Energies relative to the most stable structure are P 0.0082; Q 0.0000, reported in hartree.